<i>
Entry from the OMol25 dataset: 2 unconnected molecules or ions with the total composition C4H8BrI (ωB97M-V with the def2-TZVPD basis set).

```
! RIJCOSX wB97M-V def2-TZVPD def2/J DEFGRID3
* xyz 0 1
C -0.8427 1.2801 0.0550
C 0.7900 -1.3227 1.1799
C -0.0852 0.5571 -1.0955
C -0.0032 -0.8905 -0.8527
Br 1.8146 1.3019 -1.1536
I -1.8837 -1.8855 -0.9843
H -1.7957 1.8761 -0.2910
H -0.1380 1.8338 0.5978
H -1.1156 0.4613 0.8621
H -0.1675 -1.0350 1.5727
H 1.1421 -2.2858 0.8645
H 1.5123 -0.5648 1.4288
H -0.4443 0.7466 -2.0571
H 0.7149 -1.4463 -1.4428
*
```

Computed properties:
**Frontier orbital gap**: 9.232 eV
**HOMO level**: -9.0 eV

***

<ii>
Entry from the OMol25 dataset: 2 unconnected molecules or ions with the total composition C4H8BrI (ωB97M-V with the def2-TZVPD basis set).

```
! RIJCOSX wB97M-V def2-TZVPD def2/J DEFGRID3
* xyz 0 1
C -1.5849 -0.1374 -0.5707
C 1.2620 -1.0093 1.2696
C -0.5287 0.9410 -0.4389
C 0.8847 0.4864 -0.3969
Br -0.8640 1.9971 1.2052
I 1.5315 -0.5441 -2.1417
H -2.5747 0.3153 -0.6368
H -1.5690 -0.8099 0.2855
H -1.4080 -0.7197 -1.4741
H 2.1459 -1.4935 0.9057
H 1.3776 -0.3372 2.0979
H 0.3625 -1.5961 1.2677
H -0.6476 1.6708 -1.2502
H 1.6126 1.2367 -0.1223
*
```

Computed properties:
**Frontier orbital gap**: 9.228 eV
**HOMO level**: -8.9 eV

***

Energy relative to the most stable one, in kJ/mol: <i> 70.6; <ii> 0.0